{"formula": "C39H47IN6O3", "method": "ωB97M-V/def2-TZVPD", "homo_lumo_gap_ev": 9.5, "lumo_energy_ev": 0.350, "homo_ev": -9.116, "species": ["C", "C", "C", "C", "C", "O", "C", "O", "O", "C", "C", "C", "I", "H", "H", "H", "H", "H", "H", "H", "H", "H", "H", "H", "H", "H", "H", "H", "H", "H", "C", "C", "C", "N", "C", "C", "H", "H", "H", "H", "H", "C", "C", "C", "N", "C", "C", "H", "H", "H", "H", "H", "C", "C", "C", "N", "C", "C", "H", "H", "H", "H", "H", "C", "C", "C", "N", "C", "C", "H", "H", "H", "H", "H", "C", "C", "C", "N", "C", "C", "H", "H", "H", "H", "H", "C", "C", "C", "N", "C", "C", "H", "H", "H", "H", "H"], "coordinates": [[2.63228, -1.16634, -2.63972], [1.82715, -0.21717, -3.71788], [1.60180, 1.24167, -2.96836], [0.31840, 1.99781, -3.69283], [0.95851, 3.10203, -4.73909], [-0.38484, 2.72597, -2.60332], [-1.55459, 1.91390, -2.15026], [-1.52675, 1.45336, -0.89712], [-2.64528, 1.75267, -3.12397], [-3.71477, 0.87207, -2.63089], [-4.55826, 0.35317, -3.93812], [-3.68010, -0.47261, -5.04962], [-2.09557, -1.74155, -4.22797], [2.01830, -1.14179, -1.61714], [2.73294, -2.27883, -3.03422], [3.68681, -0.66915, -2.47535], [0.78686, -0.71233, -3.96657], [2.46599, -0.08165, -4.71439], [2.61462, 1.84942, -3.08053], [1.35099, 1.14234, -1.82440], [-0.36346, 1.25676, -4.28907], [2.00855, 2.67740, -5.06999], [1.15125, 4.13716, -4.20170], [0.26380, 3.20646, -5.70013], [-3.35526, -0.04593, -2.00097], [-4.43855, 1.54554, -1.96268], [-5.49672, -0.26325, -3.60840], [-4.95473, 1.33556, -4.48864], [-3.21947, 0.19773, -5.90481], [-4.44646, -1.20470, -5.59840], [6.81266, -4.86184, -2.84971], [6.02422, -5.11813, -1.73295], [5.44726, -4.04261, -1.07681], [5.60895, -2.75616, -1.45662], [6.38120, -2.53847, -2.54322], [6.99645, -3.54748, -3.26659], [7.28027, -5.67940, -3.39064], [5.86237, -6.13102, -1.38205], [4.82085, -4.19121, -0.20206], [6.49726, -1.49610, -2.82662], [7.60461, -3.31462, -4.13330], [2.04553, -1.62195, 3.21638], [2.88163, -1.49719, 2.11191], [3.98953, -2.32556, 2.03130], [4.30835, -3.24700, 2.96654], [3.47890, -3.34376, 4.02819], [2.34635, -2.56321, 4.19550], [1.16693, -0.99087, 3.31361], [2.67543, -0.77269, 1.33228], [4.67067, -2.26866, 1.18722], [3.75826, -4.09004, 4.76665], [1.71453, -2.68539, 5.06793], [-1.91904, 2.62518, 4.08717], [-1.45734, 2.07098, 2.89797], [-0.25636, 1.38009, 2.91931], [0.49635, 1.21590, 4.02918], [0.02326, 1.76665, 5.16818], [-1.16710, 2.47140, 5.24736], [-2.85685, 3.17259, 4.10977], [-2.01929, 2.17405, 1.97664], [0.14454, 0.92659, 2.01749], [0.64766, 1.62254, 6.04549], [-1.49972, 2.89081, 6.19009], [0.39556, -4.59753, 9.65026], [1.53589, -4.28995, 8.91572], [1.37732, -3.85990, 7.60803], [0.17751, -3.72504, 7.00171], [-0.91132, -4.03276, 7.73942], [-0.85447, -4.46683, 9.05406], [0.48011, -4.93650, 10.67865], [2.52443, -4.38237, 9.35104], [2.23660, -3.60466, 6.99471], [-1.86331, -3.91821, 7.22863], [-1.76222, -4.69807, 9.59976], [-2.75447, 7.41342, -6.04881], [-1.91837, 7.53819, -7.15328], [-0.81047, 6.70981, -7.23390], [-0.49165, 5.78838, -6.29866], [-1.32110, 5.69161, -5.23701], [-2.45365, 6.47216, -5.06970], [-3.63307, 8.04450, -5.95159], [-2.12457, 8.26269, -7.93292], [-0.12933, 6.76671, -8.07798], [-1.04174, 4.94533, -4.49855], [-3.08547, 6.34998, -4.19726], [-5.00444, -0.68465, 3.46177], [-3.86411, -0.37707, 2.72723], [-4.02268, 0.05298, 1.41954], [-5.22249, 0.18784, 0.81323], [-6.31132, -0.11988, 1.55093], [-6.25447, -0.55395, 2.86557], [-4.91989, -1.02363, 4.49016], [-2.87557, -0.46949, 3.16255], [-3.16340, 0.30822, 0.80622], [-7.26331, -0.00533, 1.04014], [-7.16222, -0.78519, 3.41127]], "atomic_forces_ev_per_a": [[-0.4, 0.4, -0.4], [0.3, -0.1, 1.0], [-0.5, -0.6, -0.9], [2.7, 0.6, -0.7], [-0.2, -0.6, -0.2], [-3.9, -3.1, -0.5], [0.9, -0.9, 4.4], [-0.8, 2.7, -7.9], [3.2, -0.4, 3.2], [-2.2, -0.4, 0.4], [0.5, 1.2, -0.3], [-2.0, 0.3, -1.3], [-0.7, 0.6, -0.3], [1.5, -0.2, -2.2], [-0.1, 2.4, 0.9], [-2.0, -1.3, -0.1], [2.1, 1.1, 0.4], [-1.5, -0.3, 2.1], [-2.3, -1.0, 0.3], [0.5, -0.1, -2.3], [1.1, 1.4, 1.5], [-2.2, 0.9, 0.5], [-0.6, -2.2, -1.1], [1.6, 0.1, 2.2], [-0.3, 2.0, -1.2], [1.6, -1.7, -1.3], [2.0, 1.1, -0.4], [0.8, -2.2, 1.1], [-0.8, -1.3, 2.1], [1.9, 1.5, 1.2], [0.0, 0.0, 0.0], [0.2, 0.1, -0.3], [0.0, 0.9, -0.1], [0.5, -0.8, -0.5], [-0.5, 0.0, 0.8], [-0.1, -0.2, 0.1], [-0.1, 0.1, 0.1], [0.0, 0.1, 0.0], [0.1, 0.0, 0.0], [0.0, -0.1, 0.0], [-0.1, 0.0, 0.1], [-0.1, 0.0, -0.1], [-0.2, -0.1, 0.3], [0.4, -0.6, 0.5], [-0.8, 0.5, 0.1], [0.6, 0.1, -0.7], [0.0, 0.1, -0.2], [0.2, -0.1, 0.1], [0.0, -0.1, 0.0], [-0.1, 0.1, 0.0], [0.0, 0.0, 0.0], [0.0, 0.0, -0.1], [0.0, 0.0, 0.0], [-0.1, 0.2, 0.2], [0.6, -0.1, 0.7], [-1.0, 0.6, 0.1], [0.4, -0.4, -0.7], [-0.1, 0.0, -0.3], [0.1, -0.1, 0.0], [0.1, 0.0, 0.0], [-0.1, 0.1, 0.0], [-0.1, 0.0, 0.0], [0.1, 0.0, -0.1], [0.0, 0.0, 0.0], [-0.2, -0.1, 0.1], [-0.8, 0.1, -0.5], [0.1, -0.3, 1.0], [0.7, 0.2, -0.6], [0.3, 0.0, 0.1], [0.0, 0.0, -0.1], [-0.1, 0.0, -0.1], [0.0, 0.0, 0.1], [0.1, 0.0, 0.1], [0.1, 0.0, -0.1], [0.0, 0.0, 0.0], [-0.1, 0.0, 0.2], [0.3, -0.7, 0.6], [-0.9, 0.6, 0.1], [0.6, 0.0, -0.6], [-0.1, 0.2, -0.2], [0.1, -0.1, 0.0], [0.0, -0.1, 0.1], [-0.1, 0.0, 0.0], [-0.1, 0.1, 0.0], [0.1, 0.0, -0.1], [0.0, 0.0, 0.0], [-0.3, -0.1, 0.2], [-0.7, 0.1, -0.5], [0.0, -0.3, 0.9], [0.6, 0.2, -0.6], [0.2, 0.0, 0.1], [0.0, 0.0, -0.1], [-0.1, 0.0, -0.1], [0.0, 0.0, 0.0], [0.0, 0.0, 0.1], [0.1, 0.0, -0.1]], "lowdin_charge": [-0.16, -0.25, -0.15, -0.31, -0.07, -0.07, -0.26, 0.00, -0.08, -0.23, -0.24, -0.63, 0.76, 0.08, 0.08, 0.07, 0.03, 0.12, 0.13, 0.12, 0.13, 0.08, 0.10, 0.09, 0.10, 0.15, 0.12, 0.13, 0.07, 0.06, -0.08, -0.07, -0.14, 0.06, -0.16, -0.08, 0.10, 0.10, 0.09, 0.10, 0.10, -0.07, -0.07, -0.16, 0.05, -0.16, -0.07, 0.07, 0.10, 0.08, 0.09, 0.07, -0.08, -0.08, -0.14, 0.05, -0.14, -0.08, 0.11, 0.09, 0.10, 0.10, 0.10, -0.08, -0.07, -0.15, 0.06, -0.15, -0.08, 0.10, 0.10, 0.09, 0.10, 0.10, -0.08, -0.08, -0.15, 0.06, -0.15, -0.07, 0.10, 0.10, 0.10, 0.08, 0.10, -0.08, -0.07, -0.15, 0.06, -0.16, -0.08, 0.11, 0.10, 0.08, 0.10, 0.10]}

***

{"formula": "C39H47N2O", "method": "ωB97M-V/def2-TZVPD", "homo_lumo_gap_ev": 3.8, "lumo_energy_ev": -4.885, "homo_ev": -8.694, "relative_energy_kj_mol": 31.27, "charge": 1, "species": ["C", "C", "C", "C", "C", "C", "C", "C", "C", "C", "C", "C", "C", "C", "C", "C", "C", "C", "C", "C", "C", "C", "H", "H", "H", "H", "H", "H", "H", "H", "H", "H", "H", "H", "H", "H", "H", "H", "H", "H", "H", "H", "H", "H", "H", "H", "H", "H", "H", "H", "H", "C", "O", "C", "C", "C", "C", "C", "C", "C", "C", "N", "C", "C", "C", "C", "C", "C", "C", "N", "C", "H", "H", "H", "H", "H", "H", "H", "H", "H", "H", "H", "H", "H", "H", "H", "H", "H", "H"], "coordinates": [[-5.88801, 3.74225, -0.43109], [-5.02512, 2.67682, -1.03436], [-4.51838, 1.63957, -0.25082], [-3.69072, 0.64633, -0.79490], [-3.36492, -0.53874, 0.06532], [-3.25706, 0.75751, -2.13174], [-2.25235, -0.19735, -2.76169], [-2.94702, -1.46018, -3.29954], [-1.00062, -0.68560, -1.94854], [-0.29033, 0.28418, -1.08565], [1.03932, 0.67069, -1.35460], [1.34210, 2.04780, -1.65742], [0.24438, 2.98991, -2.06466], [2.66080, 2.46944, -1.60616], [3.71324, 1.55818, -1.44889], [5.11932, 2.04155, -1.26962], [3.42253, 0.18501, -1.50539], [2.11452, -0.28217, -1.42403], [1.84369, -1.75071, -1.33076], [-3.92827, 1.68161, -2.96672], [-3.80087, 1.62023, -4.46777], [-4.74516, 2.66033, -2.40378], [-6.26508, 4.41176, -1.20888], [-6.74453, 3.32180, 0.11048], [-5.32309, 4.34763, 0.28793], [-4.77896, 1.56866, 0.80962], [-3.89198, -1.45321, -0.24735], [-2.30019, -0.76271, 0.05130], [-3.64186, -0.33701, 1.10800], [-1.83227, 0.34476, -3.62484], [-3.81651, -1.23433, -3.92632], [-2.24584, -2.05366, -3.90359], [-3.28936, -2.08198, -2.45944], [-1.24401, -1.59763, -1.37322], [-0.29190, -1.01662, -2.73147], [-0.90818, 0.94128, -0.47112], [0.61648, 4.01966, -2.10668], [-0.14187, 2.75015, -3.06647], [-0.60421, 2.94682, -1.37496], [2.88216, 3.54063, -1.67512], [5.71791, 1.32152, -0.69893], [5.61406, 2.20247, -2.23817], [5.14809, 2.99732, -0.72977], [4.24454, -0.53616, -1.55644], [2.78625, -2.31136, -1.30787], [1.29738, -1.98024, -0.40475], [1.24835, -2.14972, -2.16543], [-4.48655, 2.34835, -4.91597], [-2.78891, 1.86110, -4.82604], [-4.07648, 0.63503, -4.87149], [-5.19183, 3.41318, -3.05721], [1.03981, 2.30602, 1.88538], [1.49103, 0.97591, 1.60620], [1.10241, -0.12781, 2.24407], [-0.04807, -0.15116, 3.16323], [-1.32785, -0.42552, 2.66789], [-2.41360, -0.54281, 3.53536], [-2.22871, -0.33375, 4.90923], [-0.94904, -0.04704, 5.41272], [0.14264, 0.02249, 4.54906], [2.01486, -1.20474, 2.22864], [1.71126, -2.53730, 2.28649], [0.44620, -3.11398, 2.68039], [2.77049, -3.28517, 1.77359], [3.79703, -2.39147, 1.50241], [4.89570, -2.74523, 0.72119], [4.92330, -4.05825, 0.21861], [3.88210, -4.96196, 0.48836], [2.78224, -4.58748, 1.28456], [3.33949, -1.13150, 1.87189], [4.12090, 0.07601, 1.79539], [1.95037, 2.90059, 1.97035], [0.45810, 2.63538, 1.02652], [0.43714, 2.34812, 2.79228], [-1.39113, -0.61633, 1.60261], [-3.40116, -0.81170, 3.15085], [-3.08350, -0.38900, 5.58841], [-0.80317, 0.10558, 6.48668], [1.16146, 0.19699, 4.90385], [0.59836, -4.18750, 2.80808], [0.11542, -2.68427, 3.63132], [-0.32303, -2.95875, 1.91256], [5.67521, -2.00857, 0.51718], [5.77005, -4.38144, -0.38693], [3.92468, -5.96855, 0.07799], [1.96083, -5.26484, 1.52398], [5.17675, -0.19922, 1.77962], [3.88241, 0.62003, 0.87481], [3.91631, 0.71409, 2.66218]], "atomic_forces_ev_per_a": [[-0.1, 0.3, 0.1], [0.2, -0.3, -0.1], [0.1, -0.2, -0.3], [-0.1, 0.6, -0.1], [0.1, -0.2, 0.3], [-0.6, -0.2, 0.3], [-0.2, 0.2, -0.2], [0.1, -0.3, 0.0], [0.4, -1.2, -0.2], [-0.2, 0.6, -0.9], [0.6, 0.3, -0.4], [0.1, -0.1, 0.9], [0.1, 0.3, 0.1], [-0.1, 0.0, 0.0], [-0.3, -0.2, -0.1], [0.3, 0.1, 0.0], [-0.2, 0.0, 0.1], [-0.1, 0.3, -0.5], [0.2, -0.5, 0.2], [0.5, 0.0, 0.3], [0.0, 0.3, -0.3], [-0.1, -0.2, 0.3], [0.0, -0.1, 0.2], [0.2, 0.0, -0.2], [-0.1, -0.1, -0.1], [0.0, 0.1, -0.3], [0.1, 0.3, 0.0], [-0.2, -0.1, 0.0], [0.0, -0.1, -0.4], [-0.1, -0.2, 0.3], [0.2, 0.1, 0.2], [-0.2, 0.1, 0.2], [0.1, 0.1, -0.3], [-0.2, 0.2, -0.2], [-0.4, 0.1, 0.4], [0.1, 0.1, -0.2], [-0.1, -0.2, 0.1], [0.1, -0.1, 0.3], [-0.1, 0.0, 0.0], [-0.1, -0.4, -0.1], [-0.1, 0.1, -0.2], [-0.1, -0.1, 0.2], [-0.1, -0.2, -0.2], [-0.3, 0.2, 0.2], [-0.2, 0.1, 0.0], [0.0, 0.0, -0.1], [0.2, 0.3, 0.2], [0.2, -0.1, 0.0], [-0.2, -0.1, 0.1], [0.1, 0.3, 0.2], [0.1, -0.2, 0.2], [0.2, -0.7, 0.2], [0.9, 1.4, -0.9], [0.2, -1.8, 0.7], [-0.6, 0.0, 0.4], [0.2, 0.1, 0.5], [0.1, 0.1, 0.2], [0.3, 0.1, -0.2], [-0.2, -0.1, 0.0], [-0.1, 0.0, -0.5], [-0.4, 1.0, -0.4], [-0.1, -0.9, 0.7], [0.0, -0.1, 0.0], [-0.6, 0.0, -0.4], [0.2, 0.3, -0.8], [-0.1, -0.4, 0.2], [0.0, 0.2, 0.3], [-0.2, 0.3, 0.5], [0.5, -0.1, 0.0], [0.1, 0.1, -0.3], [0.1, 0.3, -0.1], [-0.2, 0.2, 0.1], [-0.1, 0.2, 0.1], [0.1, 0.1, 0.0], [-0.2, 0.1, 0.3], [0.3, 0.1, 0.2], [0.3, 0.0, -0.2], [-0.1, -0.1, -0.4], [-0.4, 0.0, 0.1], [-0.1, 0.2, 0.0], [0.0, -0.2, -0.3], [0.1, 0.0, 0.1], [-0.2, -0.4, -0.1], [-0.3, 0.1, 0.1], [0.0, 0.2, 0.1], [0.3, 0.1, -0.3], [-0.1, 0.1, 0.1], [0.1, 0.0, 0.3], [0.1, -0.1, -0.2]], "lowdin_charge": [-0.05, -0.26, 0.00, -0.20, -0.04, -0.12, -0.28, -0.04, -0.15, 0.07, -0.14, -0.19, -0.02, 0.01, -0.25, -0.04, -0.01, -0.17, -0.01, -0.21, -0.04, 0.00, 0.08, 0.09, 0.09, 0.12, 0.10, 0.03, 0.06, 0.13, 0.08, 0.09, 0.08, 0.13, 0.12, 0.12, 0.09, 0.10, 0.08, 0.13, 0.08, 0.10, 0.09, 0.13, 0.08, 0.09, 0.09, 0.08, 0.08, 0.08, 0.12, 0.00, -0.13, -0.19, -0.22, -0.05, -0.06, -0.06, -0.06, -0.02, -0.13, -0.01, 0.01, -0.16, -0.16, -0.02, -0.08, -0.07, 0.00, 0.01, 0.01, 0.10, 0.08, 0.10, 0.07, 0.10, 0.11, 0.11, 0.13, 0.09, 0.10, 0.10, 0.11, 0.11, 0.11, 0.11, 0.10, 0.07, 0.11]}